Here is the molecule C3H5NOS at a distorted geometry from the Open Molecules 2025 dataset. Energies are from ωB97M-V/def2-TZVPD.

Largest force on an atom ... 5.2 eV/A
Energy relative to the best compared isomer or geometry (same formula, charge and spin) ... 277.3 kJ/mol
HOMO energy ... -9.325 eV
SMILES ... C=CN(S)C=O
Charge ... 0

```
11
Properties=species:S:1:pos:R:3:forces:R:3
C 0.1269 0.8050 -0.1409 -1.9 4.1 -2.4
C 1.4198 1.2138 0.0223 -3.6 3.3 -1.6
C -1.7385 -0.7660 -0.0031 -2.5 0.3 -0.4
H 1.0937 -1.7946 1.0514 0.0 0.0 0.6
H -0.7497 1.5759 -0.5974 2.6 -1.9 1.8
H 2.1544 0.5318 0.2098 2.0 -1.2 0.6
H 1.6634 2.3378 -0.2570 -0.6 -2.6 1.0
H -1.7222 -1.8268 0.2387 -1.2 -0.6 0.0
N -0.4185 -0.4935 -0.1677 2.9 2.2 0.5
O -2.7328 -0.0237 -0.1194 3.2 -1.7 0.5
S 0.9035 -1.5598 -0.2367 -0.9 -1.9 -0.6
```
Positions in Å, forces in eV/Å.



Here is the molecule C7H15N2OP at a distorted geometry from the Open Molecules 2025 dataset. Energies are from ωB97M-V/def2-TZVPD.

Largest force on an atom ... 5.2 eV/A
Energy relative to the best compared isomer or geometry (same formula, charge and spin) ... 83.0 kJ/mol
HOMO energy ... -8.779 eV
SMILES ... N=[P@](N)(O)[C@]12CC[C@H](CC1)C2
Charge ... 0

```
26
Properties=species:S:1:pos:R:3:forces:R:3
C 1.8696 -1.2232 -0.0614 -0.8 -2.4 2.0
C 1.8856 1.2595 -0.2853 0.4 -0.2 0.2
C 0.3578 -1.2808 -0.4911 1.0 1.6 0.6
C 0.4094 1.2335 -0.5291 -0.6 -1.0 -3.1
C 0.6628 0.1052 1.4182 1.2 3.7 2.2
C 2.0062 0.0615 0.7130 1.3 0.4 -1.2
C -0.1092 0.0421 0.2093 -3.9 -0.5 -3.4
N -2.8262 1.4560 0.0953 0.2 -2.3 1.7
N -2.1753 -0.8379 -1.3214 2.4 -1.1 1.8
O -2.6715 -0.8149 1.2487 1.9 -1.2 -2.6
P -2.0407 0.1103 0.0391 0.4 -0.3 2.0
H 2.0336 -2.0041 0.7717 0.1 0.6 -1.6
H 2.5931 -1.3222 -0.8569 0.1 -0.3 -0.2
H 2.4370 1.2429 -1.2230 0.4 -0.7 0.1
H 2.1142 2.2214 0.1349 0.5 0.3 0.6
H 0.3762 -1.1597 -1.5958 -1.0 -0.6 0.8
H -0.3321 -1.9725 0.0476 1.2 -0.7 -1.2
H -0.0402 2.0292 -0.1044 -1.4 3.0 1.6
H 0.0567 1.3350 -1.5873 0.6 -0.6 0.5
H 0.4178 -0.6658 2.0692 0.0 -1.4 1.5
H 0.5779 1.1517 1.9274 -0.2 -1.9 -0.5
H 2.9595 -0.0274 1.2185 -0.1 0.6 0.7
H -2.7046 2.0336 -0.6577 0.4 2.1 -2.2
H -1.8518 -1.8196 -1.3367 -0.4 1.2 0.0
H -2.9248 -0.6382 -1.8673 -2.7 0.4 -1.8
H -3.0810 -0.5154 2.0247 -0.7 1.4 1.3
```
Positions in Å, forces in eV/Å.



Here is a structure of composition C42H52BaN5O6P at a distorted geometry from the Open Molecules 2025 dataset. Energies are from ωB97M-V/def2-TZVPD.

Largest force on an atom ... 1.5 eV/A
Energy relative to the best compared isomer or geometry (same formula, charge and spin) ... 79.2 kJ/mol
HOMO energy ... -1.907 eV
Charge ... -2

```
107
Properties=species:S:1:pos:R:3:forces:R:3
Ba 0.2033 0.6837 0.2335 0.4 -0.2 0.2
O -2.2591 0.9775 0.1306 -0.8 -0.1 -0.3
C -2.9245 0.7542 -0.9469 -0.1 0.0 0.2
C -3.9058 1.6954 -1.3892 0.1 0.0 -0.1
C -4.6602 1.5153 -2.5275 0.1 -0.1 0.0
C -4.4993 0.3696 -3.3162 0.0 0.0 0.1
C -3.5574 -0.5648 -2.9205 -0.1 0.2 0.1
C -2.7681 -0.4196 -1.7690 -0.3 0.1 -0.3
C -1.8438 -1.5172 -1.5343 0.1 -0.3 0.1
N -0.9812 -1.5995 -0.6022 -0.1 0.0 0.2
N -0.1940 -2.7333 -0.6133 -0.1 -0.3 -0.2
C 0.8686 -2.6289 0.1490 0.2 -0.3 0.2
O 1.2794 -1.6575 0.8567 -0.2 -0.3 -0.1
C 1.7268 -3.8823 0.1517 0.0 0.1 0.0
C 1.4098 -5.0139 -0.5990 0.0 -0.1 0.0
C 2.2335 -6.1323 -0.5743 0.0 0.1 0.0
C 3.3905 -6.1367 0.1994 0.0 0.1 0.0
C 3.7129 -5.0116 0.9471 0.0 0.0 0.0
C 2.8856 -3.8942 0.9208 0.1 0.0 0.0
H -4.0163 2.5862 -0.7799 0.0 0.0 0.0
H -5.3832 2.2720 -2.8148 0.0 0.0 0.0
H -5.0936 0.2135 -4.2093 0.0 0.0 0.0
H -3.4114 -1.4554 -3.5253 0.0 0.0 0.0
H -1.9041 -2.3413 -2.2547 0.0 0.0 0.0
H 0.5103 -4.9877 -1.1993 0.0 0.0 0.0
H 1.9763 -7.0044 -1.1656 0.0 0.0 0.0
H 4.0360 -7.0075 0.2139 0.0 0.0 0.0
H 4.6163 -5.0005 1.5470 0.0 0.0 0.0
H 3.1219 -2.9989 1.4839 0.0 0.0 0.0
C -3.1007 -1.0440 -10.1452 0.0 0.0 0.0
O -3.6817 -0.3832 -9.0442 0.0 -0.2 0.0
C -3.0370 0.7396 -8.5857 0.0 0.0 -0.1
C -2.0968 1.4412 -9.3194 0.1 0.1 0.0
C -1.5156 2.5883 -8.7760 0.0 -0.1 -0.1
C -1.8364 3.0212 -7.5028 -0.3 -0.4 0.0
C -2.8071 2.3094 -6.7777 0.1 0.0 -0.1
C -3.3980 1.1844 -7.3172 0.0 0.1 0.2
N -1.3120 4.2617 -7.0637 0.2 0.4 0.1
N -0.7756 4.4159 -5.9383 -0.1 -0.1 0.1
C -0.4428 3.3826 -5.0662 0.1 -0.2 -0.2
C -0.0433 2.0910 -5.4436 -0.1 0.2 0.1
C 0.3742 1.1523 -4.5311 0.2 -0.1 0.1
C 0.4410 1.4072 -3.1299 0.1 -0.2 -0.2
O 0.8824 0.5703 -2.3006 0.0 0.3 -0.5
C -0.0271 2.7334 -2.7178 -0.3 0.3 -0.3
N -0.1192 2.9620 -1.3953 0.3 0.3 -0.2
C -0.4627 4.1521 -0.9722 -0.1 -0.1 0.4
C -0.7676 5.2129 -1.8360 0.0 0.0 -0.2
C -0.7504 4.9846 -3.1862 0.0 0.1 0.1
C -0.3884 3.7124 -3.6749 0.0 -0.1 0.0
H -3.5979 -2.0078 -10.2262 0.0 0.0 0.0
H -2.0290 -1.2016 -9.9960 0.0 0.0 0.0
H -3.2487 -0.4911 -11.0782 0.0 0.0 0.0
H -1.8151 1.1217 -10.3132 0.0 0.0 0.0
H -0.7942 3.1589 -9.3490 0.0 0.0 0.0
H -3.0747 2.6221 -5.7765 0.0 0.0 0.0
H -4.1288 0.6208 -6.7492 0.0 0.0 0.0
H -0.0290 1.8288 -6.4918 0.0 0.0 0.0
H 0.7067 0.1763 -4.8654 0.0 0.0 0.0
H -0.5128 4.2749 0.1083 0.0 0.0 -0.1
H -1.0310 6.1838 -1.4349 0.0 0.0 0.0
H -1.0121 5.7590 -3.8945 0.0 0.0 0.0
C 4.6067 -2.2774 -1.9839 0.1 0.0 0.0
C 3.5006 -1.2494 -1.9620 0.0 0.0 0.0
O 4.0215 -0.0394 -1.4150 -0.1 -0.1 0.0
H 4.2241 -3.2351 -2.3453 0.0 0.0 0.0
H 4.9994 -2.4248 -0.9757 0.0 0.0 0.0
H 5.4257 -1.9543 -2.6330 0.0 0.0 0.0
H 2.6694 -1.6117 -1.3565 0.0 0.0 0.0
H 3.1135 -1.0713 -2.9691 0.0 0.0 0.0
H 3.2665 0.4824 -1.1195 0.0 0.1 -0.1
C 2.3708 3.3588 1.5041 -0.1 -0.1 0.0
O 1.6035 2.2408 1.2795 0.8 1.0 0.6
H 2.0685 3.9312 2.4096 0.0 0.0 0.0
H 2.3275 4.0878 0.6698 0.0 0.0 0.0
H 3.4474 3.1360 1.6455 0.0 0.0 0.0
C -2.3457 2.4643 3.5623 0.0 0.0 0.0
C -1.0436 1.9552 4.1966 0.0 0.0 0.0
C -1.0630 2.1136 5.7169 0.0 0.0 0.0
P -0.6512 0.3180 3.4083 -0.1 0.0 0.1
C -2.1138 -0.7942 3.6837 0.0 0.0 0.0
C -2.7910 -0.8816 5.0510 0.0 0.0 0.0
C -1.7315 -2.1811 3.1493 0.0 0.0 0.0
C 0.7907 -0.4067 4.3257 0.0 0.0 0.0
C 1.9247 0.6291 4.2809 0.0 0.0 0.0
C 0.6088 -0.9906 5.7281 0.0 0.0 0.0
H -2.4601 3.5390 3.7354 0.0 0.0 0.0
H -3.2161 1.9667 4.0012 0.0 0.0 0.0
H -2.3678 2.2813 2.4834 0.0 0.0 0.0
H -0.2301 2.5777 3.8048 0.0 0.0 0.0
H -1.7797 1.4433 6.1930 0.0 0.0 0.0
H -1.3466 3.1407 5.9780 0.0 0.0 0.0
H -0.0826 1.9230 6.1547 0.0 0.0 0.0
H -2.8398 -0.3774 2.9765 0.0 0.0 0.0
H -2.1027 -1.2039 5.8342 0.0 0.0 0.0
H -3.6108 -1.6087 5.0097 0.0 0.0 0.0
H -3.2190 0.0753 5.3515 0.0 0.0 0.0
H -1.0313 -2.6884 3.8204 0.0 0.0 0.0
H -1.2653 -2.1100 2.1630 0.0 0.0 0.0
H -2.6208 -2.8120 3.0588 0.0 0.0 0.0
H 1.0835 -1.2219 3.6535 0.0 0.0 0.0
H 1.7522 1.4330 5.0054 0.0 0.0 0.0
H 2.0116 1.0834 3.2872 0.0 0.0 0.0
H 2.8772 0.1547 4.5381 0.0 0.0 0.0
H 0.1765 -0.2703 6.4248 0.0 0.0 0.0
H 1.5834 -1.2945 6.1282 0.0 0.0 0.0
H -0.0310 -1.8743 5.7187 0.0 0.0 0.0
```
Positions in Å, forces in eV/Å.



> Among the records above, which one has the highest HOMO energy?

C42H52BaN5O6P



> Which value of charge does entry 3 give?

-2



What did the first record say?
Here is the molecule C3H5NOS at a distorted geometry from the Open Molecules 2025 dataset. Energies are from ωB97M-V/def2-TZVPD.

Largest force on an atom ... 5.2 eV/A
Energy relative to the best compared isomer or geometry (same formula, charge and spin) ... 277.3 kJ/mol
HOMO energy ... -9.325 eV
SMILES ... C=CN(S)C=O
Charge ... 0

```
11
Properties=species:S:1:pos:R:3:forces:R:3
C 0.1269 0.8050 -0.1409 -1.9 4.1 -2.4
C 1.4198 1.2138 0.0223 -3.6 3.3 -1.6
C -1.7385 -0.7660 -0.0031 -2.5 0.3 -0.4
H 1.0937 -1.7946 1.0514 0.0 0.0 0.6
H -0.7497 1.5759 -0.5974 2.6 -1.9 1.8
H 2.1544 0.5318 0.2098 2.0 -1.2 0.6
H 1.6634 2.3378 -0.2570 -0.6 -2.6 1.0
H -1.7222 -1.8268 0.2387 -1.2 -0.6 0.0
N -0.4185 -0.4935 -0.1677 2.9 2.2 0.5
O -2.7328 -0.0237 -0.1194 3.2 -1.7 0.5
S 0.9035 -1.5598 -0.2367 -0.9 -1.9 -0.6
```
Positions in Å, forces in eV/Å.



> Number 2 is which compound?

C7H15N2OP